Arrangement A

C3H3FN2O in the gas phase. Source: the Open Molecules 2025 dataset; level of theory: ωB97M-V/def2-TZVPD.

The value obtained for the frontier orbital gap is 10.83 eV. As for the SMILES: Cc1nnoc1F. Its multiplicity is 1.

Each atom is followed by the atoms it is bonded to, with distances in Å.
Element x y z (Å)
1 C 2.16 -0.23 0.00  C2 1.485, H8 1.086, H9 1.096, H10 1.107
2 C 0.67 -0.30 0.00  C1 1.485, N3 1.383, C6 1.360
3 N -0.05 -1.48 0.00  C2 1.383, N4 1.260
4 N -1.29 -1.26 0.00  N3 1.260, O5 1.411
5 O -1.48 0.14 0.00  N4 1.411, C6 1.313
6 C -0.28 0.67 0.00  C2 1.360, O5 1.313, F7 1.310
7 F -0.19 1.98 0.00  C6 1.310
8 H 2.54 -0.73 0.88  C1 1.086
9 H 2.59 -0.72 -0.88  C1 1.096
10 H 2.51 0.82 0.01  C1 1.107

***

Arrangement B

C3H3FN2O in the gas phase. Source: the Open Molecules 2025 dataset; level of theory: ωB97M-V/def2-TZVPD.

The value obtained for the frontier orbital gap is 9.08 eV. As for the SMILES: O=c1[nH]cc(F)[nH]1. Its multiplicity is 1.

Each atom is followed by the atoms it is bonded to, with distances in Å.
Element x y z (Å)
1 O -2.28 -0.69 -0.14  C2 1.253
2 C -1.17 -0.14 0.07  O1 1.253, N3 1.376, N7 1.360
3 N -0.69 1.15 0.07  C2 1.376, C4 1.337, H8 1.069
4 C 0.63 1.23 -0.09  N3 1.337, C5 1.313, H9 1.066
5 C 1.06 0.00 0.10  C4 1.313, F6 1.349, N7 1.353
6 F 2.24 -0.61 -0.09  C5 1.349
7 N 0.00 -0.83 0.19  C2 1.360, C5 1.353, H10 1.111
8 H -1.40 1.95 0.01  N3 1.069
9 H 1.18 2.13 -0.21  C4 1.066
10 H 0.01 -1.85 -0.24  N7 1.111

***

Question: of the structures shown, which is the least stable? Reply: arrangement A.